Here is a molecular structure, C16H14BCl5N6Os in a non-equilibrium geometry from the OMol25 dataset. Energies are from ωB97M-V/def2-TZVPD.

* total charge: +2
* 2S+1: 5
* relative energy (zero: lowest compared OMol25 entry of this formula, charge and spin): 0.136 eV

Cartesian coordinates (Å):
H (-0.14146, -3.23408, -1.31392)
N (-0.44963, -1.13531, -1.50915)
B (-1.02385, 1.20657, -2.39374)
N (-1.13502, -0.33918, -2.46746)
C (-1.69727, -1.15466, -3.36394)
Os (0.35953, -0.31068, 0.07880)
H (-2.29092, -0.72188, -4.16303)
C (-1.38995, -2.47103, -3.04287)
H (-1.69823, -3.34925, -3.57273)
C (-0.60529, -2.44156, -1.88440)
H (-1.59102, 1.75098, -3.29866)
C (3.53310, 1.34455, 2.28803)
H (3.31699, 0.85614, 3.24511)
H (3.10855, 0.70754, 1.49724)
H (3.01664, 2.30695, 2.23116)
N (0.50105, 1.50929, -2.36469)
N (-1.55852, 1.67777, -1.01057)
N (1.28408, 0.91432, -1.38362)
N (-0.87054, 1.26012, 0.15651)
C (1.28557, 2.30086, -3.11258)
C (-2.46243, 2.60254, -0.66295)
H (0.83397, 2.84654, -3.93180)
H (-3.06025, 3.05731, -1.43799)
C (2.57746, 2.24312, -2.61185)
C (-2.40976, 2.79892, 0.71996)
C (2.55062, 1.36940, -1.52074)
C (-1.40722, 1.95028, 1.20665)
H (3.44311, 2.76654, -2.96998)
H (-2.99995, 3.47799, 1.29598)
H (3.31439, 1.05131, -0.81764)
H (-1.02502, 1.80137, 2.20706)
H (4.58144, 1.43967, 2.10907)
Cl (-2.82195, -1.23546, 0.96415)
C (-1.53366, -1.85417, 1.91067)
C (-0.19684, -1.63163, 1.49814)
C (0.84469, -2.27348, 2.21545)
Cl (2.43677, -2.19547, 1.57521)
C (0.58272, -2.97796, 3.40635)
Cl (1.86591, -3.68470, 4.28329)
C (-0.75029, -3.08722, 3.87522)
Cl (-1.07318, -3.87221, 5.34603)
C (-1.81353, -2.55673, 3.10023)
Cl (-3.43081, -2.71342, 3.62399)